# C6H8B2CrF10NO10S2

C6H8B2CrF10NO10S2 as an isolated structure (ωB97M-V/def2-TZVPD, the Open Molecules 2025 dataset).

Values from the calculation:
Gap between HOMO and LUMO (spin up / spin down) ... 7.32 / 9.03 eV
Calculated total energy ... -3930.04315 hartree
E_LUMO (spin up / spin down) ... -4.178 / -2.554 eV
E_HOMO (spin up / spin down) ... -11.503 / -11.585 eV

Geometry as ORCA input:
```
! wB97M-V def2-TZVPD RIJCOSX def2/J DEFGRID3
* xyz 0 4
H 0.533 -5.860 0.949
O -1.420 2.203 0.346
O 3.463 -0.849 -0.337
F -2.549 0.739 -1.603
Cr -1.043 -0.126 -0.427
O 2.687 1.296 -1.177
C 0.993 -5.484 0.034
H -0.606 5.999 2.194
C -0.251 5.302 1.435
F -1.737 -0.796 -2.778
O -0.812 4.228 -0.458
F -1.314 -1.381 1.442
F -0.542 0.804 -2.220
F -2.153 1.085 -3.812
O -0.267 -2.489 -0.946
O 2.486 1.374 1.726
S 2.358 -0.009 -0.732
H 1.290 -6.369 -0.528
S 1.663 0.229 1.423
C -1.064 3.322 0.479
F -2.616 -1.508 -0.384
C 2.102 -4.584 0.262
O -0.667 3.924 1.685
C 0.423 -3.434 -0.574
H -1.812 6.055 0.100
O 1.571 -3.306 -0.035
B -2.591 -1.171 0.939
N 0.780 0.048 0.168
H 2.430 -4.798 1.279
B -1.763 0.477 -2.710
F 1.780 -0.762 -2.019
C -0.847 5.549 0.066
F -3.554 -1.755 1.703
O 0.096 -4.734 -0.713
O 1.791 -0.943 2.230
H 2.845 -4.805 -0.505
F -2.660 0.196 0.820
H -0.228 6.151 -0.599
F 0.383 0.858 2.031
H 0.822 5.323 1.248
*
```

Atomic partial charges in e from the Löwdin method, atoms 1 to 5: H 0.14; O 0.14; O -0.20; F 0.17; Cr 1.34